## one
Molecular formula: C34H42BrMnN5O2Se2Si
Method: DFT, ωB97M-V/def2-TZVPD

Summary:
spin multiplicity: 5
HOMO-LUMO gap (spin up / spin down): 6.109 / 7.035 eV
E_LUMO (spin up / spin down): -4.12 / -3.44 eV
net charge: +1

XYZ file:
```
88
C34H42BrMnN5O2Se2Si, DFT ωB97M-V/def2-TZVPD
Mn 0.047 -0.712 0.188
Br 3.352 -3.149 0.481
C 3.192 -1.826 1.833
C 4.082 -1.838 2.900
C 3.931 -0.856 3.865
C 2.900 0.069 3.743
C 2.066 -0.032 2.647
N 2.224 -0.952 1.692
C 0.898 0.907 2.475
O 0.714 1.825 3.239
O 0.137 0.649 1.445
H 4.856 -2.587 2.962
H 4.607 -0.820 4.708
H 2.719 0.843 4.475
C 3.975 0.002 -1.852
C 3.847 -0.773 -2.991
C 2.663 -1.456 -3.215
C 1.637 -1.345 -2.288
N 1.781 -0.621 -1.168
C 2.918 0.038 -0.960
C 0.302 -1.972 -2.478
C -0.063 -2.639 -3.637
C -1.357 -3.115 -3.761
C -2.255 -2.913 -2.727
C -1.815 -2.262 -1.590
N -0.567 -1.806 -1.470
H 4.873 0.566 -1.647
H 4.659 -0.844 -3.702
H 2.547 -2.065 -4.099
H 2.975 0.614 -0.046
H 0.647 -2.778 -4.437
H -1.660 -3.636 -4.659
H -3.276 -3.258 -2.785
H -2.465 -2.105 -0.740
C -2.286 2.586 -5.119
C -0.897 3.140 -5.413
C 0.121 2.063 -5.779
C 0.473 1.127 -4.626
N 1.126 1.832 -3.528
C 0.614 2.066 -2.298
Se -0.972 1.398 -1.610
N 1.493 2.835 -1.620
C 1.287 3.323 -0.250
C 0.328 4.506 -0.197
C 0.854 5.771 -0.869
C 2.006 6.429 -0.118
C 2.612 3.062 -2.408
C 3.811 3.713 -2.151
C 4.762 3.695 -3.157
C 4.528 3.048 -4.376
C 3.331 2.403 -4.632
C 2.376 2.427 -3.624
H -3.010 3.392 -5.002
H -2.306 1.999 -4.200
H -2.631 1.951 -5.938
H -0.532 3.713 -4.554
H -0.957 3.846 -6.243
H 1.031 2.530 -6.160
H -0.276 1.445 -6.589
H 1.147 0.332 -4.956
H -0.420 0.664 -4.207
H 2.270 3.592 0.141
H 0.897 2.494 0.335
H 0.117 4.702 0.857
H -0.614 4.193 -0.651
H 0.032 6.485 -0.948
H 1.155 5.545 -1.898
H 1.739 6.603 0.925
H 2.267 7.390 -0.559
H 2.911 5.820 -0.126
H 4.000 4.215 -1.214
H 5.707 4.196 -2.997
H 5.297 3.057 -5.135
H 3.156 1.901 -5.573
C -1.960 -1.314 4.461
Si -2.099 -2.742 3.282
C -3.762 -2.861 2.457
C -1.478 -4.361 3.950
Se -0.550 -2.409 1.596
H -2.635 -1.424 5.311
H -2.205 -0.382 3.948
H -0.940 -1.237 4.840
H -4.543 -3.128 3.172
H -3.743 -3.620 1.675
H -4.026 -1.901 2.010
H -2.142 -4.733 4.732
H -0.479 -4.241 4.370
H -1.426 -5.109 3.157
```

## two
Molecular formula: C34H42BrMnN5O2Se2Si
Method: DFT, ωB97M-V/def2-TZVPD

Summary:
spin multiplicity: 5
HOMO-LUMO gap (spin up / spin down): 6.244 / 6.670 eV
E_LUMO (spin up / spin down): -3.82 / -3.62 eV
net charge: +1

XYZ file:
```
88
C34H42BrMnN5O2Se2Si, DFT ωB97M-V/def2-TZVPD
Mn -0.251 -0.505 0.166
Br 3.077 -2.799 1.122
C 2.865 -1.228 2.175
C 3.796 -0.908 3.152
C 3.600 0.265 3.868
C 2.482 1.041 3.603
C 1.607 0.614 2.616
N 1.812 -0.487 1.893
C 0.365 1.412 2.257
O 0.082 2.426 2.860
O -0.253 0.907 1.252
H 4.639 -1.550 3.342
H 4.310 0.567 4.620
H 2.272 1.955 4.132
C 3.833 -0.225 -1.819
C 3.665 -1.068 -2.908
C 2.434 -1.655 -3.107
C 1.394 -1.398 -2.209
N 1.575 -0.597 -1.133
C 2.767 -0.028 -0.964
C 0.038 -1.914 -2.363
C -0.402 -2.645 -3.466
C -1.728 -3.014 -3.559
C -2.600 -2.626 -2.548
C -2.100 -1.926 -1.474
N -0.808 -1.584 -1.355
H 4.770 0.268 -1.631
H 4.483 -1.262 -3.582
H 2.275 -2.317 -3.940
H 2.871 0.618 -0.102
H 0.291 -2.919 -4.245
H -2.081 -3.581 -4.405
H -3.647 -2.876 -2.583
H -2.752 -1.627 -0.656
C -2.112 3.140 -5.240
C -0.652 3.445 -5.552
C 0.167 2.194 -5.879
C 0.366 1.246 -4.695
N 1.120 1.852 -3.625
C 0.653 2.142 -2.388
Se -0.988 1.624 -1.747
N 1.610 2.795 -1.693
C 1.487 3.259 -0.331
C 0.609 4.500 -0.180
C 1.195 5.761 -0.811
C 2.423 6.274 -0.065
C 2.737 2.882 -2.478
C 4.011 3.365 -2.222
C 4.961 3.220 -3.215
C 4.655 2.616 -4.431
C 3.386 2.137 -4.702
C 2.427 2.276 -3.708
H -2.680 4.064 -5.174
H -2.214 2.620 -4.289
H -2.548 2.526 -6.024
H -0.200 3.980 -4.712
H -0.605 4.107 -6.420
H 1.140 2.499 -6.265
H -0.340 1.631 -6.663
H 0.893 0.344 -5.022
H -0.604 0.956 -4.284
H 2.491 3.446 0.051
H 1.044 2.454 0.255
H 0.464 4.660 0.890
H -0.369 4.291 -0.616
H 0.426 6.533 -0.793
H 1.449 5.581 -1.860
H 2.202 6.374 0.995
H 2.720 7.246 -0.448
H 3.272 5.602 -0.176
H 4.263 3.838 -1.287
H 5.962 3.584 -3.045
H 5.426 2.514 -5.178
H 3.164 1.662 -5.641
C -2.068 -2.240 4.815
Si -1.914 -3.408 3.312
C -3.582 -3.906 2.520
C -0.625 -4.810 3.458
Se -0.863 -2.050 1.594
H -2.515 -2.746 5.665
H -2.684 -1.378 4.574
H -1.093 -1.868 5.118
H -4.123 -4.598 3.158
H -3.427 -4.385 1.557
H -4.214 -3.036 2.360
H -0.945 -5.590 4.140
H 0.325 -4.418 3.813
H -0.444 -5.258 2.484
```

Most stable structure: one

## one
Molecular formula: C2H7BrSi
Method: DFT, ωB97M-V/def2-TZVPD

Summary:
SMILES: C[C@@H]([SiH3])Br
HOMO-LUMO gap: 10.754 eV
E_LUMO: 0.54 eV

XYZ file:
```
11
C2H7BrSi, DFT ωB97M-V/def2-TZVPD
C -0.025 -1.618 0.339
C 0.436 -0.106 -0.444
Si -0.409 1.423 0.073
Br 2.442 -0.021 -0.312
H -0.013 -1.525 1.327
H -1.094 -1.658 0.214
H 0.525 -2.419 -0.164
H 0.219 -0.229 -1.452
H -0.269 2.485 -1.017
H -1.934 1.587 0.125
H 0.123 2.080 1.310
```

## two
Molecular formula: C2H7BrSi
Method: DFT, ωB97M-V/def2-TZVPD

Summary:
HOMO-LUMO gap: 8.350 eV
E_LUMO: -1.21 eV

XYZ file:
```
11
C2H7BrSi, DFT ωB97M-V/def2-TZVPD
C 0.369 -0.473 1.414
C 0.496 0.358 0.131
Si -0.398 -0.158 -1.616
Br -1.146 2.161 0.929
H 1.428 -0.693 1.736
H -0.057 0.077 2.222
H -0.070 -1.461 1.126
H 1.087 1.200 0.111
H -0.005 0.824 -2.549
H 0.118 -1.515 -2.050
H -1.821 -0.320 -1.454
```

Most stable structure: one

## one
Molecular formula: C2H2OS
Method: DFT, ωB97M-V/def2-TZVPD

Summary:
HOMO-LUMO gap (spin up / spin down): 6.319 / 8.926 eV
E_LUMO (spin up / spin down): -0.70 / 0.01 eV

XYZ file:
```
6
C2H2OS, DFT ωB97M-V/def2-TZVPD
C -1.092 0.417 -0.001
C 1.056 0.136 0.003
O -0.057 1.113 0.000
S -2.084 -0.777 0.000
H 1.082 -0.450 0.912
H 1.095 -0.438 -0.913
```

## two
Molecular formula: C2H2OS
Method: DFT, ωB97M-V/def2-TZVPD

Summary:
SMILES: S=C1CO1
HOMO-LUMO gap (spin up / spin down): 9.450 / 9.449 eV
E_LUMO (spin up / spin down): 0.27 / 0.27 eV

XYZ file:
```
6
C2H2OS, DFT ωB97M-V/def2-TZVPD
S 0.407 0.296 -3.287
C 0.247 0.571 -1.672
C 0.237 0.189 -0.210
O 0.273 1.537 -0.813
H -0.656 0.077 0.430
H 1.052 -0.077 0.351
```

## three
Molecular formula: C2H2OS
Method: DFT, ωB97M-V/def2-TZVPD

Summary:
HOMO-LUMO gap (spin up / spin down): 7.564 / 7.548 eV
E_LUMO (spin up / spin down): -0.61 / -0.62 eV

XYZ file:
```
6
C2H2OS, DFT ωB97M-V/def2-TZVPD
C 1.106 1.020 0.134
C -1.605 -1.697 -0.157
O 1.411 1.402 1.204
S -0.151 -0.991 0.246
H 1.562 1.146 -0.809
H -2.323 -0.882 -0.618
```

Most stable structure: two

## one
Molecular formula: C5H11N2
Method: DFT, ωB97M-V/def2-TZVPD

Summary:
spin multiplicity: 2
HOMO-LUMO gap (spin up / spin down): 4.278 / 8.139 eV
E_LUMO (spin up / spin down): 0.32 / 0.27 eV

XYZ file:
```
18
C5H11N2, DFT ωB97M-V/def2-TZVPD
C -0.373 -1.551 -1.154
C -0.344 -1.252 0.407
C 0.419 -0.045 0.915
C 1.090 0.046 2.054
C -0.018 2.263 0.256
N 0.487 1.103 -0.044
N -0.870 -0.355 -1.926
H -0.977 -2.407 -1.341
H 0.602 -1.907 -1.418
H -1.318 -1.213 0.905
H 0.348 -2.113 0.821
H 1.215 -0.790 2.766
H 1.305 1.048 2.330
H -0.278 3.155 -0.329
H -0.348 2.125 1.338
H -1.801 -0.048 -2.055
H -0.404 -0.362 -2.796
H -0.308 0.505 -1.297
```

## two
Molecular formula: C5H11N2
Method: DFT, ωB97M-V/def2-TZVPD

Summary:
spin multiplicity: 2
HOMO-LUMO gap (spin up / spin down): 4.523 / 9.896 eV
E_LUMO (spin up / spin down): 0.64 / 0.61 eV

XYZ file:
```
18
C5H11N2, DFT ωB97M-V/def2-TZVPD
C 0.013 -0.146 -3.048
C 0.982 0.599 -2.558
N -1.111 -0.590 -2.193
H 0.013 -0.513 -4.059
H 1.816 0.852 -3.195
H 0.933 0.965 -1.540
H -0.735 -0.978 -1.300
H -1.806 0.188 -2.018
H -1.615 -1.410 -2.621
C -0.304 0.118 2.828
C -0.436 1.435 2.828
C 0.562 -0.802 0.895
N 0.692 -0.595 2.130
H -0.901 -0.539 3.444
H 0.182 2.039 2.178
H -1.187 1.929 3.424
H 1.012 -1.644 0.369
H -0.089 -0.177 0.271
```

Most stable structure: one

## one
Molecular formula: C3H10NO2
Method: DFT, ωB97M-V/def2-TZVPD

Summary:
HOMO-LUMO gap: 11.055 eV
E_LUMO: -3.72 eV
net charge: +1

XYZ file:
```
16
C3H10NO2, DFT ωB97M-V/def2-TZVPD
C -1.077 -0.490 -1.951
N -0.599 0.724 -1.215
H -0.984 -1.348 -1.290
H -2.125 -0.352 -2.197
H -0.469 -0.651 -2.835
H 0.394 0.926 -1.347
H -0.728 0.638 -0.191
H -1.061 1.588 -1.508
O -0.072 -1.551 1.682
C 0.348 -0.434 1.618
O -0.515 0.650 1.693
C 1.781 -0.058 1.365
H -1.306 0.280 2.126
H 1.872 0.937 0.933
H 2.273 -0.823 0.773
H 2.268 -0.034 2.343
```

## two
Molecular formula: C3H10NO2
Method: DFT, ωB97M-V/def2-TZVPD

Summary:
HOMO-LUMO gap: 10.993 eV
E_LUMO: -3.80 eV
net charge: +1

XYZ file:
```
16
C3H10NO2, DFT ωB97M-V/def2-TZVPD
O -0.813 -0.951 1.078
C -0.446 -0.910 2.328
O -0.159 0.169 2.997
H -0.303 -1.851 2.727
H 0.241 -0.030 3.903
C 0.469 -0.825 -1.290
N -0.380 0.230 -1.006
C 0.248 1.652 -1.312
H -0.085 -1.767 -1.103
H 1.509 -0.683 -0.852
H 0.406 -0.933 -2.404
H -1.354 0.341 -1.141
H -0.411 -0.162 0.143
H 0.579 1.661 -2.404
H -0.622 2.365 -1.033
H 1.122 1.697 -0.630
```

Most stable structure: one

## one
Molecular formula: CH5N3
Method: DFT, ωB97M-V/def2-TZVPD

Summary:
SMILES: N=C(N)N
HOMO-LUMO gap: 9.527 eV
E_LUMO: 0.80 eV

XYZ file:
```
9
CH5N3, DFT ωB97M-V/def2-TZVPD
N 1.393 -0.039 -0.278
C 0.129 -0.006 -0.020
N -0.965 -0.830 -0.552
N -0.271 0.927 0.867
H 1.547 -0.590 -1.189
H -0.604 -1.864 -0.831
H -1.973 -0.560 -0.424
H -1.241 1.009 1.103
H 0.400 1.642 1.199
```

## two
Molecular formula: CH5N3
Method: DFT, ωB97M-V/def2-TZVPD

Summary:
SMILES: [H]/N=N/NC
HOMO-LUMO gap: 10.070 eV
E_LUMO: 1.19 eV

XYZ file:
```
9
CH5N3, DFT ωB97M-V/def2-TZVPD
H -2.520 0.892 -1.619
N -1.820 0.899 -0.876
N -0.952 0.010 -0.913
N -0.037 0.080 0.395
C 1.215 -0.618 0.488
H -0.121 1.005 0.827
H 1.068 -1.342 -0.242
H 2.071 0.157 0.511
H 1.095 -1.082 1.430
```

Most stable structure: one